# 1
Density functional theory data (ωB97M-V/def2-TZVPD) for a structure of composition C32H51F3InN6O4PS2Si.

Positions of all 101 atoms, in Å:
In1 -0.1868 0.0344 -0.4053
C1 -3.9252 5.0896 -1.8678
C2 -2.5187 5.5746 -1.5580
O1 -1.9991 4.9686 -0.3776
P1 -1.3145 3.4854 -0.3187
S1 -2.1392 2.5704 1.2157
S2 -1.1722 2.6867 -2.1185
O2 0.2324 3.8719 0.0462
C3 0.4970 4.6806 1.1914
C4 1.9761 4.5868 1.5074
H1 -4.3522 5.6659 -2.6912
H2 -4.5594 5.2031 -0.9875
H3 -3.8935 4.0384 -2.1490
H4 -2.5189 6.6466 -1.3499
H5 -1.8599 5.3781 -2.4076
H6 -0.1139 4.3321 2.0294
H7 0.2119 5.7145 0.9749
H8 2.2458 3.5657 1.7812
H9 2.2239 5.2501 2.3378
H10 2.5646 4.8711 0.6340
C5 1.5098 0.3370 1.4897
Si1 0.9340 -0.4530 3.0371
C6 -0.0366 -2.0468 2.5811
N1 -1.2162 -1.8198 1.7463
C7 -1.6257 -3.0059 0.9908
C8 -2.3572 -4.0493 1.8385
C9 -3.5277 -3.4037 2.6153
C10 -3.6640 -1.9202 2.2680
C11 -2.3317 -1.2110 2.4963
C12 2.3908 -1.1212 4.0698
C13 2.6843 -0.6310 5.3435
C14 3.7694 -1.1064 6.0671
C15 4.5920 -2.0841 5.5275
C16 4.3212 -2.5807 4.2597
C17 3.2350 -2.1019 3.5431
C18 -0.0143 0.7105 4.1845
C19 -0.7680 0.2640 5.2715
C20 -1.5052 1.1437 6.0489
C21 -1.4925 2.5020 5.7612
C22 -0.7174 2.9721 4.7124
C23 0.0111 2.0824 3.9364
H11 2.2870 -0.1795 0.9357
H12 1.6088 1.4171 1.4105
H13 -0.2787 -2.6252 3.4919
H14 0.6675 -2.6570 2.0044
H15 -0.7386 -3.4376 0.5330
H16 -2.2572 -2.6794 0.1629
H17 -1.6483 -4.5077 2.5325
H18 -2.7134 -4.8459 1.1814
H19 -3.3498 -3.4861 3.6914
H20 -4.4624 -3.9269 2.4025
H21 -4.4178 -1.4535 2.9051
H22 -3.9913 -1.8042 1.2324
H23 -2.1220 -1.2628 3.5709
H24 -2.4138 -0.1512 2.2359
H25 2.0481 0.1357 5.7719
H26 3.9726 -0.7132 7.0568
H27 5.4420 -2.4530 6.0888
H28 4.9619 -3.3433 3.8317
H29 3.0400 -2.4935 2.5493
H30 -0.7777 -0.7928 5.5217
H31 -2.0980 0.7734 6.8771
H32 -2.0918 3.1899 6.3452
H33 -0.6974 4.0318 4.4879
H34 0.6011 2.4560 3.1088
F1 -0.4620 -2.3933 -5.1133
C24 -0.9460 -2.7061 -3.8963
F2 -2.2984 -2.6775 -3.9922
F3 -0.6027 -3.9844 -3.6560
C25 -0.4512 -1.7134 -2.7804
O3 -0.3301 -0.5412 -3.1418
O4 -0.3012 -2.2417 -1.6580
N2 -3.8089 -0.8348 -1.7070
N3 -2.9351 -0.0702 -0.8341
H35 -3.6071 -1.8089 -1.5139
H36 -3.4651 -0.6764 -2.6470
H37 -3.4137 0.0527 0.0500
H38 -2.8574 0.8665 -1.2230
C26 3.6674 3.5288 -3.3063
C27 2.3341 3.4421 -2.5870
N4 2.3979 2.2996 -1.6964
C28 2.8011 1.0650 -2.1699
N5 2.4526 0.0141 -1.5091
C29 2.9356 -1.2810 -1.9470
C30 3.1466 -1.3113 -3.4533
C31 4.1065 -0.1930 -3.8143
N6 3.6603 1.0717 -3.2491
C32 3.8697 2.2412 -4.0844
H39 4.4647 3.6380 -2.5676
H40 3.6950 4.3821 -3.9855
H41 1.5123 3.3588 -3.3086
H42 2.1480 4.3266 -1.9790
H43 1.6119 2.2183 -1.0657
H44 2.1926 -2.0249 -1.6527
H45 3.8746 -1.5287 -1.4304
H46 2.1821 -1.1265 -3.9313
H47 3.5350 -2.2731 -3.7940
H48 4.1725 -0.0841 -4.8998
H49 5.1116 -0.4248 -3.4384
H50 3.1858 2.2198 -4.9454
H51 4.8912 2.1971 -4.4743

Strongest force on any atom (eV/Å): 0.774
Charge: -1
2S+1: 2
Energy relative to the best compared isomer or geometry (same formula, charge and spin) (kcal per mole): 13.24

# 2
Density functional theory data (ωB97M-V/def2-TZVPD) for a structure of composition C3H3IrO3.

Positions of all 10 atoms, in Å:
C1 1.0805 -0.4823 -0.1731
C2 -1.2415 -0.3158 0.1914
O1 -0.1127 -1.0051 -0.3255
O2 1.2485 0.7436 0.1019
C3 -1.7523 0.7670 -0.5434
H1 -2.0428 -1.0490 0.3953
H2 -1.2439 0.5506 1.0689
H3 -1.1130 1.6616 -0.4674
O3 2.0884 -1.2467 -0.2399
Ir1 3.0888 0.3761 -0.0082

Strongest force on any atom (eV/Å): 9.778
Charge: +2
2S+1: 5
Energy relative to the best compared isomer or geometry (same formula, charge and spin) (kcal per mole): 60.88

# 3
Density functional theory data (ωB97M-V/def2-TZVPD) for a structure of composition C36H49N3O5PbS.

Positions of all 95 atoms, in Å:
Pb1 -0.9321 -0.6073 -2.2804
C1 0.8394 -4.6279 4.2845
C2 0.7610 -3.1017 4.1172
C3 0.0703 -2.5094 5.3525
C4 2.1919 -2.5562 4.0344
C5 -0.0439 -2.7261 2.8800
C6 0.2353 -1.6233 2.1217
C7 -0.4540 -1.3686 0.9116
N1 -0.1871 -0.3504 0.0919
C8 0.4327 0.7839 0.3969
C9 0.4910 1.3643 1.6844
C10 1.1998 2.5105 1.9120
C11 1.9704 3.0354 0.8444
C12 1.9223 2.5692 -0.4384
C13 1.0233 1.4843 -0.7450
O1 0.7851 1.1110 -1.9225
C14 2.7312 3.2089 -1.5589
C15 3.5498 2.1218 -2.2669
C16 3.7040 4.2765 -1.0434
C17 1.7659 3.8739 -2.5477
C18 1.1055 3.2306 3.2463
C19 1.4523 2.2801 4.3995
C20 -0.3412 3.7205 3.4059
C21 2.0292 4.4490 3.3324
C22 -1.4254 -2.3326 0.4150
O2 -1.9946 -2.1549 -0.7021
C23 -1.7444 -3.4477 1.2630
C24 -1.1010 -3.5712 2.4618
C25 -2.7072 -4.5053 0.7448
C26 -4.0663 -3.8651 0.4329
C27 -2.0939 -5.0999 -0.5334
C28 -2.9365 -5.6510 1.7349
H1 1.5766 -4.8782 5.0437
H2 -0.1102 -5.0461 4.6097
H3 1.1344 -5.1085 3.3545
H4 0.6134 -2.7840 6.2549
H5 0.0346 -1.4249 5.2843
H6 -0.9477 -2.8822 5.4356
H7 2.7883 -2.9482 4.8560
H8 2.6633 -2.8539 3.1006
H9 2.2076 -1.4719 4.1072
H10 1.0597 -0.9703 2.3604
H11 -0.1263 0.9264 2.4537
H12 2.6051 3.8762 1.0524
H13 4.1765 1.6011 -1.5458
H14 2.8943 1.4029 -2.7450
H15 4.1850 2.5651 -3.0302
H16 4.4177 3.8593 -0.3349
H17 4.2631 4.6803 -1.8837
H18 3.1795 5.1027 -0.5682
H19 1.0859 3.1397 -2.9664
H20 1.1798 4.6389 -2.0416
H21 2.3213 4.3345 -3.3616
H22 0.7941 1.4160 4.4141
H23 2.4794 1.9313 4.3130
H24 1.3451 2.8009 5.3484
H25 -1.0383 2.8874 3.4212
H26 -0.4503 4.2784 4.3333
H27 -0.6080 4.3712 2.5766
H28 3.0743 4.1638 3.2395
H29 1.7844 5.1792 2.5655
H30 1.8991 4.9305 4.2986
H31 -1.3638 -4.3958 3.0983
H32 -3.9448 -3.0767 -0.3021
H33 -4.7519 -4.6107 0.0347
H34 -4.4990 -3.4447 1.3389
H35 -1.9845 -4.3340 -1.2950
H36 -1.1100 -5.5159 -0.3190
H37 -2.7301 -5.8902 -0.9251
H38 -3.4031 -5.2956 2.6509
H39 -3.6059 -6.3786 1.2808
H40 -2.0077 -6.1631 1.9793
N2 -4.4365 0.7313 -3.7442
C29 -4.1855 0.4149 -2.5122
N3 -5.0028 -0.3471 -1.7808
S1 -2.8299 1.0933 -1.6447
H41 -5.2533 0.3412 -4.1951
H42 -3.6688 1.2204 -4.3976
H43 -5.8128 -0.8008 -2.1765
H44 -4.7305 -0.5521 -0.8338
O3 0.4888 -1.0443 -5.5283
C30 0.7189 0.2711 -5.7142
C31 2.0072 0.6864 -6.0410
C32 2.2778 2.0204 -6.2634
C33 1.2647 2.9658 -6.1730
C34 -0.0138 2.5667 -5.8497
C35 -0.3025 1.2277 -5.6078
C36 -1.6655 0.8520 -5.1509
O4 -2.5739 1.7104 -5.1823
O5 -1.8510 -0.3287 -4.7059
H45 -0.4665 -1.1147 -5.2813
H46 2.7773 -0.0660 -6.1095
H47 3.2846 2.3312 -6.5107
H48 1.4807 4.0081 -6.3486
H49 -0.8208 3.2796 -5.7652

Strongest force on any atom (eV/Å): 0.842
Charge: 0
Energy relative to the best compared isomer or geometry (same formula, charge and spin) (kcal per mole): 5.04

- The lowest energy relative to the best compared isomer or geometry (same formula, charge and spin) belongs to which entry?
  C36H49N3O5PbS